(1)
89
Properties=species:S:1:pos:R:3:forces:R:3 method="wB97M-V/def2-TZVPD" multiplicity=5 max_force_ev_per_a=2.28 e_above_lowest_kcal_mol=48.45 orbital_gap_ev="8.11 / 7.96" e_tot_ha=-4629.93810 charge=0 lumo_ev="0.2 / 0.0"
H 4.63270 -0.68596 0.40813 0.047 -0.021 0.008
C 1.09826 0.06008 3.10336 -0.079 0.288 0.249
H 1.22076 -4.37864 -0.17813 -0.122 -0.072 0.065
H 4.96184 0.60840 -0.73189 -0.025 0.047 -0.018
C -2.54138 0.22287 -1.44742 -0.087 0.290 0.116
H 0.62642 -3.74666 -1.72603 -0.025 -0.082 -0.008
S -4.47597 -2.63291 -0.27229 -0.092 0.162 1.382
O -2.27365 -5.16505 -2.20901 -0.085 -0.109 -0.185
H 4.20578 -4.44020 -0.83506 0.006 -0.032 -0.006
C 1.92719 -1.68529 1.44911 -0.331 -0.097 -0.146
C 2.60733 -3.04212 -1.14755 -0.384 0.159 -0.064
C 0.86227 1.89036 5.15955 0.017 -0.010 0.022
C 1.77180 0.84569 5.24934 0.029 0.047 0.082
H 2.38401 0.74845 6.13551 0.011 -0.017 0.013
H -0.07747 5.57046 -2.18294 -0.005 0.031 -0.010
C -3.85558 2.31297 -1.03489 0.075 -0.201 -0.056
O -5.93116 -2.67473 -0.23250 -0.339 -0.097 -0.295
O -2.61014 -0.22235 -0.10266 -0.037 -0.101 -0.029
H -3.37128 0.18675 0.32767 0.125 -0.281 0.218
C 2.58388 0.51890 -2.13676 -0.002 -0.110 0.021
F -0.64856 -5.99380 -0.18693 -0.099 0.018 -0.214
C 2.90777 -0.00551 -0.73180 -0.271 0.058 -0.114
H 3.08120 1.47755 -2.29813 0.031 0.037 0.021
F -0.79828 -4.20132 0.99605 -0.111 0.126 -0.021
H -2.57368 3.09297 -3.27562 0.027 0.009 -0.046
C -1.31534 2.08127 1.22058 0.103 -0.182 -0.299
H 2.20984 -2.30862 -3.14543 0.036 0.004 -0.115
C 0.04959 2.04449 4.04006 0.017 0.043 -0.049
H 2.82645 0.85669 1.28152 0.021 0.034 0.053
H -2.37802 1.89575 1.39518 0.032 0.101 0.046
H -3.36288 -0.20545 -2.03679 0.185 -0.053 -0.024
H -2.81997 4.82238 -0.49632 -0.032 0.054 0.017
H -3.10757 1.45213 -3.61477 -0.048 0.004 -0.012
C -0.59064 4.60685 -2.15501 -0.059 -0.092 0.096
H -1.55338 4.73117 -2.64638 0.004 0.020 -0.055
H 4.54830 -2.85707 -0.13486 0.036 -0.051 -0.007
N -3.90369 -4.11804 -0.61769 1.052 -0.084 -0.369
N 0.99518 -0.69148 1.94580 0.016 -0.249 0.194
C -4.06137 -2.69400 1.63311 0.410 0.600 -0.182
H 1.50717 0.67768 -2.22641 -0.005 0.084 -0.091
N -0.48923 1.03293 1.78717 -0.146 0.157 0.086
H -3.95081 2.23402 0.04865 -0.063 0.076 0.039
H 3.24184 -3.73161 -3.08783 0.012 -0.055 0.043
C -0.75598 4.15678 -0.69846 0.149 -0.272 -0.122
C -1.85004 4.99092 -0.03444 0.081 -0.135 -0.026
C 1.50537 -4.10249 -1.18781 0.082 0.069 0.061
H 0.77105 2.59145 5.97798 0.016 0.016 0.013
H 0.00329 3.88718 -2.72104 0.042 0.050 -0.081
H 1.57112 1.44630 0.18184 0.008 0.097 0.037
C 3.02659 -2.78099 -2.59666 -0.039 0.108 0.095
P -0.92070 2.25718 -0.63163 -0.669 0.695 0.153
F -4.71002 -1.71648 2.29665 -0.095 -0.108 -0.337
O -1.71151 -2.95058 -1.33679 -0.227 -0.118 0.425
H 1.63763 -2.70456 1.72790 0.110 0.030 0.092
H 0.62158 4.00569 1.01618 0.029 0.018 0.057
B -0.02003 -0.12938 1.10396 0.585 0.620 0.963
H -1.38781 1.78052 -3.40423 0.028 0.050 -0.075
P 1.75415 -1.50335 -0.41275 1.803 -0.084 0.412
H -1.06395 3.02332 1.70742 -0.059 -0.010 -0.039
H 4.75602 -1.03050 -1.32759 0.059 -0.017 0.044
H 0.79238 5.47440 0.05524 -0.023 0.053 -0.011
H -1.60495 6.04937 -0.15352 -0.008 0.038 0.038
F -4.30490 -3.83853 2.24338 -0.275 -0.162 -0.201
C 2.60834 1.13102 0.25131 -0.081 -0.104 0.053
C -2.38534 2.04790 -3.05130 0.050 -0.048 0.104
C 1.89819 -0.08440 4.22296 -0.010 -0.072 -0.148
C 4.39864 -0.31640 -0.59087 -0.103 -0.150 -0.061
C -1.50836 -5.08943 0.27397 -0.026 0.146 0.190
C 0.17179 1.13087 3.00780 0.216 -0.112 0.063
H 3.91567 -2.15997 -2.67516 -0.030 0.031 -0.077
C -2.53161 1.75432 -1.55505 0.518 -0.148 0.157
H -4.69039 1.76991 -1.48705 -0.057 0.001 -0.017
Cr -0.59905 -1.23216 -0.44879 -1.271 -1.580 -1.035
C 3.76428 -3.58928 -0.31178 -0.064 0.178 0.018
H 3.39875 -3.94803 0.65057 0.064 -0.014 0.056
H 2.94346 -1.49702 1.80820 -0.008 -0.007 -0.104
C 0.59048 4.40295 0.00084 -0.029 -0.080 -0.010
H 1.39561 3.93203 -0.56430 0.071 0.005 0.014
H -0.65859 2.86192 3.99495 -0.045 -0.016 -0.040
H 1.86746 -5.00083 -1.69092 0.048 -0.039 0.016
S -2.43562 -4.23445 -1.14272 0.023 0.046 0.191
F -2.73619 -2.43237 1.79234 -0.019 -0.079 -0.176
H -1.56874 -0.20367 -1.78190 -0.609 0.596 -0.924
H 2.91180 -0.15996 -2.92105 -0.038 -0.004 -0.041
F -2.35021 -5.70051 1.09486 -0.068 0.035 -0.090
H -1.93570 4.79044 1.03315 -0.037 0.016 0.032
H -3.96449 3.35987 -1.30583 -0.022 0.014 0.035
H 2.58965 -0.91355 4.30197 0.038 -0.002 0.020
H 3.24136 1.98457 -0.00156 0.045 0.001 -0.081


(2)
88
Properties=species:S:1:pos:R:3:forces:R:3 method="wB97M-V/def2-TZVPD" multiplicity=6 max_force_ev_per_a=2.00 orbital_gap_ev="6.76 / 6.72" e_tot_ha=-3658.89078 charge=-2 lumo_ev="4.2 / 4.2"
N 1.68523 6.43576 -2.17821 -0.148 -0.213 0.120
C 0.93977 5.36693 -1.76118 -0.050 0.015 -0.205
C 3.02851 -3.40824 -0.23747 0.070 -0.051 0.014
C 3.36528 4.93709 -2.99842 0.102 0.173 -0.128
H 0.49257 -3.10724 4.84393 -0.016 -0.007 -0.005
C -4.03796 -3.24300 3.80372 0.060 0.039 -0.009
C -0.14457 -4.82139 2.83846 -0.039 -0.008 -0.004
H -3.86575 3.98618 -0.01005 -0.010 0.043 -0.026
O -2.69437 0.57608 1.97775 0.075 0.152 -0.128
H 2.72906 -0.22719 -1.52847 0.019 -0.057 0.009
Dy -0.84995 0.83982 0.46608 -0.900 1.760 0.321
C -3.88807 0.24225 1.67836 0.188 0.024 0.277
C 3.07325 2.44580 -2.63766 -0.068 0.110 -0.015
O 1.42702 -1.68496 0.22848 -0.103 -0.188 -0.013
H -4.00925 -4.15828 3.20410 -0.002 0.035 0.010
H 2.34563 -4.15591 0.16621 0.012 0.016 -0.014
H 1.24116 -1.51571 4.99815 -0.025 -0.009 0.007
C -4.08244 -0.14181 0.21241 0.015 -0.056 -0.164
H -3.84135 -0.01117 -2.61942 -0.060 -0.021 -0.025
C 3.64979 7.43541 -3.11670 0.040 0.006 -0.009
H 2.66283 -2.67773 -3.60672 -0.022 0.010 -0.008
B 0.19755 -1.26935 -0.31700 0.604 -0.754 -0.429
H 0.41660 -4.29451 -0.98101 0.028 -0.002 -0.017
H 0.81677 -4.30616 2.88596 -0.033 -0.001 0.005
O -1.05567 1.45203 -1.89025 0.123 -0.278 -0.001
H 1.89249 -1.08475 -3.41031 0.013 -0.024 0.012
H 3.38577 2.10385 -1.64763 0.021 0.009 0.068
H -4.59702 -3.46702 4.71706 0.014 -0.005 -0.010
C 0.81943 -4.01117 -1.95504 -0.039 -0.060 0.024
H 3.98640 -1.43163 -1.91294 -0.020 0.020 0.022
H -5.14877 -0.11599 -0.04121 -0.046 -0.002 -0.040
H 1.09216 3.31199 -1.36630 -0.265 -0.077 0.039
H -0.42927 -1.75171 5.49411 -0.003 -0.011 -0.009
H -4.94423 1.96407 -0.92953 -0.051 -0.022 -0.051
C 2.27753 -2.21549 -0.80254 -0.102 0.070 -0.009
H -3.72852 -1.17476 0.13712 -0.014 -0.023 -0.013
H -0.77015 -3.85759 1.01743 -0.012 -0.010 0.012
C 1.58156 1.76357 2.21816 -0.542 -0.051 -0.172
H -2.08772 -4.57710 1.91297 -0.006 -0.003 -0.031
C 1.73573 -2.15974 -3.34058 0.041 -0.009 -0.087
H -1.64725 3.59277 -0.27708 -0.009 0.067 0.071
H 4.41336 7.61218 -2.35434 -0.017 0.000 -0.021
H 3.79108 -0.79934 -0.25852 -0.004 -0.022 -0.020
C 3.26061 -1.10709 -1.16105 -0.016 0.091 -0.030
O -2.06770 3.04832 0.41903 0.050 0.141 -0.055
H 2.99723 8.30455 -3.16032 0.007 -0.014 -0.003
C -3.47363 2.99482 0.23574 0.125 -0.029 0.084
C -3.84762 2.02196 -0.86517 0.019 -0.112 -0.043
H 3.89148 2.34860 -3.34933 -0.002 -0.002 -0.021
C -0.12229 -1.62202 3.34003 -0.054 0.039 -0.022
C 2.65046 3.87413 -2.52413 -0.011 -0.393 -0.010
C -2.62853 -2.73780 4.12617 -0.171 0.004 -0.059
O 2.37953 1.80116 3.13339 0.102 -0.011 0.151
H -4.59417 -2.48480 3.24652 0.049 -0.025 0.019
H 1.63658 -4.69091 -2.21313 -0.027 0.015 0.001
H 2.22681 1.82633 -2.94155 0.010 0.042 -0.028
N -3.27419 0.68330 -0.67393 0.086 -0.019 -0.038
O 0.31242 1.51159 2.29247 0.372 -0.295 -0.011
C -1.86134 0.84547 -2.67928 0.354 0.176 0.135
N 1.48917 4.11188 -1.89781 0.003 0.232 0.184
H -0.48606 -4.99208 3.86252 0.008 0.011 -0.012
H 3.67328 -3.06492 0.57375 -0.005 -0.013 -0.018
H 0.02307 -4.12418 -2.69335 0.015 0.004 0.023
O 1.06229 2.14261 -0.09671 0.239 -0.387 0.155
H -2.57483 -0.94134 -1.78117 -0.042 -0.010 -0.016
C 2.84991 6.21799 -2.74629 -0.041 0.040 -0.037
H 4.30223 4.78600 -3.51493 -0.004 0.023 0.012
H 0.02932 -5.80263 2.38387 -0.002 0.018 -0.002
C 1.26979 -2.55414 -1.95009 0.007 0.003 0.091
C -1.15694 -4.01212 2.02974 0.133 -0.005 0.044
O 3.23434 2.17872 0.47787 0.192 0.099 -0.116
O 0.12190 -1.75664 -1.62670 -0.001 -0.057 0.029
H -2.70752 -1.80293 4.68871 0.025 -0.033 0.011
H 0.67577 -1.81144 2.61662 -0.009 0.013 -0.017
C -2.96664 0.06429 -1.96348 -0.134 -0.081 0.183
H -3.89488 2.69098 1.19141 -0.004 0.010 0.049
H -0.25868 -0.53764 3.33534 0.023 0.018 -0.023
H 0.96456 -2.42668 -4.06537 0.015 0.001 0.008
O -1.83808 0.81710 -3.90929 0.061 0.049 0.002
H -2.08339 -3.45622 4.74514 -0.025 0.006 0.068
P -1.67265 -2.31671 2.59877 0.062 -0.246 -0.027
C 2.05189 2.05334 0.74715 -0.576 0.096 -0.016
H -3.47524 2.41689 -1.81002 0.006 0.016 -0.027
S -0.61510 5.55647 -1.15355 0.257 0.032 -0.010
C 0.31312 -2.03576 4.74614 0.041 0.024 -0.018
H 3.65560 -3.87656 -1.00334 -0.015 0.012 0.030
O -4.85578 0.16162 2.44018 0.073 -0.070 0.008
H 4.15967 7.29965 -4.07245 -0.013 0.002 0.019


(3)
79
Properties=species:S:1:pos:R:3:forces:R:3 method="wB97M-V/def2-TZVPD" multiplicity=5 max_force_ev_per_a=2.42 e_above_lowest_kcal_mol=0.00 orbital_gap_ev="3.72 / 4.59" e_tot_ha=-3379.31350 charge=0 lumo_ev="-1.6 / -1.6"
H 13.69105 8.97267 7.85469 0.042 0.474 0.806
Si 8.23638 7.54455 11.75736 1.184 -0.194 -0.354
C 13.39955 9.52443 8.77258 -0.197 -0.117 -0.866
C 6.82213 11.20380 8.80317 -0.171 -0.573 1.263
H 6.16016 13.97138 15.08785 0.841 -0.677 -0.523
H 9.64212 17.89252 11.80012 -1.742 -1.465 0.834
H 11.05630 15.01570 14.91159 0.167 0.224 0.277
H 8.73386 16.63984 12.66557 0.478 0.915 -0.680
H 6.03561 8.82044 11.90229 0.133 0.116 0.288
H 9.62072 17.95896 9.47178 -0.529 0.096 -0.185
C 7.31206 10.91138 10.13687 -0.650 0.237 0.077
H 6.90429 13.96762 13.46937 -0.089 0.263 -0.372
H 8.10573 18.84633 9.96100 0.278 -0.922 -0.496
H 7.05866 11.73933 10.80325 0.193 -0.133 0.257
H 14.24836 9.92920 12.02507 -0.025 0.264 -0.112
C 9.19183 13.53854 14.35918 -0.233 0.705 -0.001
C 5.22491 11.54831 6.53215 -0.113 -0.444 -0.196
C 10.81275 11.71247 15.11827 -0.832 0.308 0.678
H 8.00482 10.92946 15.46367 -0.030 1.014 0.947
N 16.36560 8.12411 10.13388 -1.330 1.216 -0.433
H 10.31996 8.82461 12.19033 -0.490 0.110 0.342
H 8.74685 12.11713 16.64926 -0.538 -0.058 -0.060
H 11.58965 10.26664 7.84856 0.596 0.052 0.670
H 6.88986 17.26422 8.29727 0.403 -0.141 0.553
C 13.68541 10.08767 11.10848 0.685 -0.601 -0.051
H 10.58647 11.37740 16.13525 0.369 -0.193 0.106
C 5.87495 10.33341 6.76269 0.345 -1.084 -0.036
H 7.26928 9.24576 7.99237 -0.205 -0.371 0.333
H 8.46707 5.25036 12.87941 -0.076 0.163 -0.162
H 6.90854 12.02504 16.38725 0.947 0.273 -0.193
H 6.13148 12.50917 14.04793 0.004 -0.180 0.048
C 6.75116 13.35503 14.34006 -0.777 0.868 -0.183
H 10.24638 11.04370 14.47515 0.250 0.045 -0.374
H 5.74724 9.46000 6.10348 -0.012 0.723 -0.004
H 8.78346 15.87468 10.48968 0.185 -0.174 -0.493
H 9.31224 6.47253 13.85851 -0.273 -0.303 -1.919
C 8.28509 16.82198 10.69173 0.265 -0.346 0.436
C 8.53437 17.85872 9.64512 -0.266 0.465 0.019
H 7.36400 7.25230 9.34143 0.647 -0.418 0.519
H 10.01505 5.78762 12.30750 -0.191 0.460 0.054
H 8.21752 5.71533 9.82240 -0.039 1.223 0.318
C 6.43532 7.85327 12.19985 -0.988 -1.825 0.112
H 5.81200 7.09494 11.63030 0.611 0.713 0.531
C 12.52120 10.78946 11.09862 -0.169 0.076 0.622
C 10.58731 11.74272 9.91351 -0.321 -0.789 0.284
C 7.92649 11.96243 15.93824 0.360 -0.746 -1.682
C 9.24838 9.10398 12.08684 -0.092 -1.108 1.409
H 9.12833 7.18286 9.33273 -0.108 -0.120 0.298
C 9.08016 6.15702 12.75976 -0.172 -0.186 1.882
H 6.22212 7.61635 13.27392 0.195 0.541 -0.737
H 10.47999 12.41405 10.75589 -0.015 0.329 0.020
Fe 9.14421 10.27892 10.56604 0.978 1.575 -0.909
C 6.66621 10.12772 7.87605 -0.353 2.046 -0.502
H 11.39764 14.12362 16.45870 -0.117 0.324 -0.016
N 8.70258 17.38798 11.93720 1.627 0.820 0.909
Cl 6.63131 13.98730 9.34820 0.020 -0.656 0.304
H 8.87272 9.68555 12.99829 0.455 -0.867 -0.985
C 11.34251 14.06972 15.36271 -1.032 0.984 0.604
C 8.24904 6.84494 9.90563 -0.512 0.146 -0.003
N 10.37454 13.10640 14.97250 -0.422 -0.996 -0.813
H 10.27330 12.11386 8.95506 -0.129 0.225 -0.327
H 8.14384 18.06085 7.61558 -0.071 0.762 -0.490
H 12.18336 11.26263 12.01482 -0.083 0.010 -0.031
C 6.28493 12.45849 8.50386 -0.835 -0.254 -1.772
C 12.23200 10.24728 8.75534 -1.007 0.118 0.279
C 11.75070 10.91998 9.93924 0.522 0.370 -1.503
O 9.15715 14.48844 13.54455 0.130 -0.931 1.093
H 8.39268 16.54660 7.99961 -0.723 0.142 0.639
N 7.90970 17.40623 8.34043 0.922 -0.592 -0.759
H 12.31018 13.81914 15.05103 1.514 -0.435 -0.801
H 6.86817 9.98584 10.54163 -0.165 0.340 -0.381
H 4.64749 11.65354 5.62414 -0.266 0.158 0.175
H 7.23690 16.59991 10.75615 -0.801 -0.121 -0.063
N 8.03941 12.93552 14.80164 -0.082 -0.642 1.257
H 11.90091 11.63932 14.97247 -0.460 0.004 -0.282
H 4.89080 13.57069 7.32234 0.429 -0.934 -0.269
C 15.40948 8.77914 9.98410 1.186 -1.450 0.560
C 14.16435 9.48226 9.93945 0.463 -0.279 0.008
C 5.40266 12.58478 7.42124 0.308 1.423 0.205